Entry 1:
The molecule C31H34N6O6 at a distorted geometry, computed with ωB97M-V/def2-TZVPD.

Structure (ORCA input):
```
! RIJCOSX wB97M-V def2-TZVPD def2/J DEFGRID3
* xyz 0 1
C -7.36659 -2.77708 -0.39310
O -6.20303 -3.05050 0.35035
C -5.12699 -2.23155 0.19329
C -5.08557 -1.11253 -0.62624
C -3.92309 -0.36224 -0.69895
C -2.80155 -0.69548 0.03510
C -1.49712 0.06338 -0.03481
C -1.58950 1.50782 -0.53374
O -0.83874 1.95821 -1.37161
N -2.54675 2.23934 0.08186
C -2.47474 3.67913 0.06463
C -1.65157 4.18749 1.27414
C -1.19061 5.63533 1.07919
C 0.12404 5.46455 0.30859
C 0.53913 4.01033 0.60272
O -0.46687 3.44113 1.42969
N -0.50598 -0.66440 -0.82798
C -0.74980 -0.79514 -2.15230
O -1.81793 -0.50412 -2.65041
C 0.33889 -1.34633 -3.09145
N 1.71213 -1.26361 -2.70707
N 2.47864 -2.36167 -2.67995
N 3.65629 -2.08074 -2.29951
C 3.72766 -0.74348 -2.04727
C 4.76412 0.06470 -1.58044
C 4.48761 1.39930 -1.41264
C 3.22419 1.93875 -1.69995
C 2.18403 1.16508 -2.15975
C 2.45313 -0.18895 -2.32226
C 0.66281 -1.08266 -0.15356
C 1.04518 -2.41846 -0.17078
C 2.22412 -2.80511 0.43170
C 3.03443 -1.86755 1.07012
N 4.25874 -2.30532 1.57840
C 5.26510 -1.57433 2.14205
C 6.48623 -2.42278 2.43783
O 5.20387 -0.39289 2.39107
C 2.60536 -0.54620 1.16245
C 1.42730 -0.16108 0.55547
C -2.84214 -1.83439 0.85923
O -1.69663 -2.11258 1.54481
C -1.64940 -3.26818 2.34459
C -3.99991 -2.58698 0.93648
H -7.17293 -2.81540 -1.46944
H -7.78873 -1.80088 -0.13390
H -8.07665 -3.55828 -0.12623
H -5.93519 -0.82004 -1.22036
H -3.88440 0.48735 -1.36063
H -1.08740 0.11468 0.98185
H -3.03988 1.81303 0.85150
H -3.47962 4.10554 0.08799
H -1.97698 3.95552 -0.86646
H -2.23296 4.04069 2.19117
H -1.00876 6.09456 2.05075
H -1.92416 6.22975 0.53937
H -0.02954 5.60626 -0.76017
H 0.87990 6.17248 0.64171
H 1.48009 3.93922 1.15356
H 0.62400 3.42967 -0.32298
H 0.12577 -2.40548 -3.26929
H 0.18280 -0.81213 -4.03705
H 5.73244 -0.35339 -1.35837
H 5.25922 2.05861 -1.04432
H 3.06737 2.99665 -1.54818
H 1.20525 1.57213 -2.35604
H 0.43489 -3.14552 -0.68400
H 2.53601 -3.83809 0.37824
H 4.45598 -3.27932 1.39256
H 6.22556 -3.24299 3.10341
H 7.24365 -1.80484 2.91084
H 6.88643 -2.83360 1.51308
H 3.21341 0.17799 1.67641
H 1.11926 0.87242 0.59851
H -0.63934 -3.29817 2.75075
H -2.37155 -3.21974 3.16570
H -1.83051 -4.17137 1.75423
H -4.07187 -3.46545 1.55581
*
```

Results
structure (SMILES) = COc1ccc([C@H](C(=O)NC[C@@H]2CCCO2)N(C(=O)Cn2nnc3ccccc32)c2ccc(NC(C)=O)cc2)c(OC)c1
calculated total energy = -1981.6998 hartree
relative energy (zero: lowest compared OMol25 entry of this formula, charge and spin) = 19.8 kcal per mole
LUMO = 0.64 eV
HOMO-LUMO gap = 8.6 eV
E_HOMO = -7.9 eV

Here are the natural (NBO) charges for atoms 1 to 6, given in e: atom 1 (C): -0.25, atom 2 (O): -0.49, atom 3 (C): 0.34, atom 4 (C): -0.35, atom 5 (C): -0.14, atom 6 (C): -0.05

Entry 2:
C26H29N3PSbTl as an isolated structure at a distorted geometry, computed with ωB97M-V/def2-TZVPD.

Structure (ORCA input):
```
! RIJCOSX wB97M-V def2-TZVPD def2/J DEFGRID3
* xyz 3 1
Tl -0.15265 0.30023 0.07085
C -1.89862 1.34780 -2.62738
C -1.28248 0.04550 -3.00792
C -1.44772 -0.43388 -4.30339
C -0.89034 -1.63476 -4.67747
C -0.18305 -2.36730 -3.73160
C -0.04381 -1.85755 -2.45890
N -0.57043 -0.65878 -2.10042
Sb 0.95702 -3.08775 -1.02999
C -0.49848 -2.90152 0.54332
C -1.01079 -4.08474 1.02796
C -1.95006 -4.04693 2.05622
C -2.32293 -2.82790 2.57261
C -1.77840 -1.65451 2.05828
C -2.19838 -0.34352 2.64811
N -0.88830 -1.70083 1.04731
C 2.40864 -1.67199 -0.31985
C 3.73948 -2.02757 -0.38965
C 4.69386 -1.17866 0.16068
C 4.28276 -0.01910 0.78518
C 2.93410 0.30557 0.82921
C 2.46972 1.56085 1.50116
N 2.01874 -0.51360 0.26591
H -2.75579 1.56636 -3.26121
H -2.25288 1.32738 -1.59390
H -1.18536 2.16099 -2.74616
H -2.02909 0.14520 -5.00768
H -1.01412 -2.00878 -5.68559
H 0.24920 -3.32699 -3.98306
H -0.68407 -5.02962 0.61362
H -2.37488 -4.96241 2.44712
H -3.03374 -2.76629 3.38583
H -2.07740 -0.36075 3.73136
H -1.60927 0.49247 2.26729
H -3.25338 -0.15109 2.44505
H 4.03037 -2.95695 -0.86158
H 5.74525 -1.43227 0.11656
H 5.00213 0.63995 1.25141
H 3.24384 1.96019 2.15289
H 2.23830 2.33579 0.76613
H 1.58756 1.36971 2.11999
C -0.34194 3.61612 2.02468
P -1.01907 2.80593 0.57168
C -2.82532 2.79293 0.65703
C -0.43427 3.65643 -0.88910
C -1.13501 4.77550 -1.34377
C -0.65495 5.48869 -2.43410
C 0.51096 5.09055 -3.07041
C 1.22113 3.98578 -2.60934
C 0.74606 3.26750 -1.52755
H -0.79191 4.61418 2.03846
H 0.73884 3.71037 1.94136
H -0.60458 3.09101 2.94370
H -3.21775 3.52971 -0.04305
H -3.14174 3.03958 1.67069
H -3.23394 1.82022 0.38866
H -2.03573 5.11981 -0.85126
H -1.19491 6.35991 -2.77946
H 0.86779 5.63867 -3.93211
H 2.14451 3.69412 -3.09102
H 1.30514 2.40179 -1.18383
*
```

Results
calculated total energy = -1925.5539 hartree
LUMO = -10.51 eV
HOMO-LUMO gap = 7.2 eV
E_HOMO = -17.7 eV

Here are the Mulliken charges for atoms 1 to 6, given in e: atom 1 (Tl): 1.19, atom 2 (C): -1.10, atom 3 (C): 1.17, atom 4 (C): -0.91, atom 5 (C): -0.50, atom 6 (C): -0.85

Entry 3:
A 5-piece molecular cluster, C25H61F3N3O9 overall at a distorted geometry, computed with ωB97M-V/def2-TZVPD.

Structure (ORCA input):
```
! RIJCOSX wB97M-V def2-TZVPD def2/J DEFGRID3
* xyz 2 2
C 1.46555 6.58235 4.05604
O 0.29829 6.51063 3.16375
O 2.47303 7.42786 3.55763
C 0.99212 6.65034 5.49177
F -0.23189 7.30442 5.63360
F 0.89679 5.35004 6.01783
F 1.81522 7.35663 6.26202
C -0.40583 5.32515 2.98565
C -1.42822 5.64625 1.91933
H -2.07400 4.77905 2.05730
H -2.07113 6.51733 2.04573
H -1.04008 5.81366 0.91463
H -0.85279 4.98765 3.92075
H 0.19621 4.48759 2.63331
H 1.99219 5.62914 4.10237
C -1.32290 1.93858 -0.49716
C -0.25141 1.15899 0.22170
C -0.27475 1.27037 1.76592
O -0.04375 -0.15245 -0.33990
H -1.35543 3.00181 -0.25928
H -2.29170 1.44588 -0.41490
H -1.09423 1.94162 -1.56290
H 0.76343 1.49880 0.01496
H -0.08055 2.29492 2.08322
H 0.47979 0.66472 2.26789
H -1.26181 1.02150 2.15564
C 4.51428 1.91413 0.22309
O 3.64351 0.75956 0.32874
C 4.20004 -0.13835 1.29755
C 3.02589 -1.05812 1.79179
N 2.35661 -1.72923 0.57306
H 1.74353 -1.05229 0.14180
H 2.88980 -1.90715 -0.26608
C 1.49623 -3.01456 0.98708
C 2.17645 -4.40922 1.09033
O 3.34253 -4.38308 1.95207
C 4.20049 -5.53800 1.73383
H 3.90554 2.81761 0.25850
H 4.89396 1.95124 -0.79797
H 5.31748 2.09779 0.93670
H 4.42686 0.42547 2.20240
H 4.95022 -0.71894 0.76065
H 2.24438 -0.60186 2.39938
H 3.39727 -1.89569 2.38226
H 0.71799 -2.97362 0.22500
H 0.80926 -2.80757 1.80764
H 2.59439 -4.68890 0.12327
H 1.44096 -5.16448 1.36733
H 3.65651 -6.43598 2.02676
H 5.08672 -5.46758 2.36450
H 4.42007 -5.61323 0.66883
C 2.59565 2.53396 -3.32637
O 2.01113 1.48733 -4.04163
C 2.23641 0.20425 -3.48507
C 0.91670 -0.71741 -3.61911
N -0.28499 0.21599 -3.56897
H -0.54283 0.44695 -2.62014
H -0.03298 1.14996 -3.85932
C -1.47705 -0.26123 -4.40045
C -2.48942 0.87468 -4.65993
O -1.77952 2.08404 -5.12248
C -1.37524 2.03505 -6.52941
H 2.25287 2.61251 -2.29465
H 2.31611 3.42865 -3.88268
H 3.67402 2.67940 -3.39019
H 2.54496 0.01894 -2.45620
H 2.92986 -0.29861 -4.15914
H 0.69002 -1.45206 -2.84645
H 0.91041 -1.01630 -4.66731
H -1.94129 -0.88244 -3.63450
H -1.14545 -0.81437 -5.27918
H -2.98371 1.04239 -3.70304
H -3.30136 0.63748 -5.34739
H -0.57440 1.30141 -6.62179
H -1.09019 3.01781 -6.90495
H -2.12999 1.70068 -7.24120
C -0.93675 -4.22940 3.63190
O -1.61117 -3.65760 2.54140
C -1.85109 -2.19700 2.38149
C -2.88884 -1.79880 1.29991
N -2.39026 -2.20102 -0.05087
H -1.65126 -1.53596 -0.22887
H -1.96918 -3.09799 -0.24642
C -3.37059 -2.30896 -1.20830
C -4.22060 -3.57395 -1.22813
O -5.04303 -3.55069 -0.11831
C -6.10530 -4.54100 -0.01480
H 0.14588 -4.15292 3.53102
H -0.97614 -5.31834 3.65922
H -1.19298 -3.78525 4.59376
H -0.95494 -1.58536 2.27710
H -2.25655 -1.88071 3.34257
H -3.21554 -0.77002 1.45148
H -3.74281 -2.44293 1.50950
H -2.71655 -2.22517 -2.07624
H -4.01468 -1.42977 -1.19127
H -3.59703 -4.46762 -1.20353
H -4.89689 -3.55020 -2.08263
H -5.70009 -5.50041 0.30684
H -6.78844 -4.71515 -0.84612
H -6.72851 -4.33332 0.85502
*
```

Results
calculated total energy = -2129.2468 hartree
LUMO (alpha / beta) = -4.90 / -5.23 eV
expectation value of S² = 0.75
HOMO-LUMO gap (alpha / beta) = 8.1 / 7.8 eV
E_HOMO (alpha / beta) = -13.0 / -13.0 eV

Here are the Mulliken charges for atoms 1 to 6, given in e: atom 1 (C): 0.10, atom 2 (O): -0.34, atom 3 (O): -0.34, atom 4 (C): 0.78, atom 5 (F): -0.25, atom 6 (F): -0.26

Entry 4:
The molecule CH2F3NS at a distorted geometry, computed with ωB97M-V/def2-TZVPD.

Structure (ORCA input):
```
! RIJCOSX wB97M-V def2-TZVPD def2/J DEFGRID3
* xyz 0 1
C -0.43396 -0.22155 1.29608
S 0.20479 -0.04233 -0.15656
F 1.41703 0.85090 0.18118
F 1.34190 -1.17752 -0.78285
N -0.71971 0.49543 -1.14441
F -0.40602 1.34742 -2.23295
H 0.04493 -1.00195 1.84676
H -1.44896 -0.25040 0.99275
*
```

Results
structure (SMILES) = C=S(F)(F)=NF
calculated total energy = -791.5902 hartree
relative energy (zero: lowest compared OMol25 entry of this formula, charge and spin) = 151.2 kcal per mole
LUMO = -0.22 eV
HOMO-LUMO gap = 9.8 eV
E_HOMO = -10.0 eV

Here are the natural (NBO) charges for atoms 1 to 6, given in e: atom 1 (C): -0.93, atom 2 (S): 2.09, atom 3 (F): -0.46, atom 4 (F): -0.50, atom 5 (N): -0.52, atom 6 (F): -0.18

- The highest calculated total energy belongs to which entry?
  CH2F3NS

- Look up the calculated total energy of the first one.
  -1981.6998 hartree

What did the fourth record say?
The molecule CH2F3NS at a distorted geometry, computed with ωB97M-V/def2-TZVPD.

Structure (ORCA input):
```
! RIJCOSX wB97M-V def2-TZVPD def2/J DEFGRID3
* xyz 0 1
C -0.43396 -0.22155 1.29608
S 0.20479 -0.04233 -0.15656
F 1.41703 0.85090 0.18118
F 1.34190 -1.17752 -0.78285
N -0.71971 0.49543 -1.14441
F -0.40602 1.34742 -2.23295
H 0.04493 -1.00195 1.84676
H -1.44896 -0.25040 0.99275
*
```

Results
structure (SMILES) = C=S(F)(F)=NF
calculated total energy = -791.5902 hartree
relative energy (zero: lowest compared OMol25 entry of this formula, charge and spin) = 151.2 kcal per mole
LUMO = -0.22 eV
HOMO-LUMO gap = 9.8 eV
E_HOMO = -10.0 eV

Here are the natural (NBO) charges for atoms 1 to 6, given in e: atom 1 (C): -0.93, atom 2 (S): 2.09, atom 3 (F): -0.46, atom 4 (F): -0.50, atom 5 (N): -0.52, atom 6 (F): -0.18

- Which value of calculated total energy does entry 3 give?
  -2129.2468 hartree